[1]
Below is a structure of composition C33H33MnN6O4P, with properties calculated with wB97M-V/def2-TZVPD.

Positions of all 78 atoms, in Å:
Mn  -0.027  0.149  -0.479
C  4.255  3.382  0.439
C  2.960  3.696  0.061
C  1.927  2.790  0.280
C  2.204  1.552  0.848
C  3.510  1.242  1.241
C  4.525  2.159  1.047
N  1.162  0.573  1.021
C  1.038  -0.017  2.214
C  1.528  0.620  3.400
C  1.404  0.037  4.619
C  0.830  -1.258  4.804
C  0.328  -1.898  3.733
C  0.379  -1.306  2.416
N  -0.163  -2.035  1.467
N  -0.189  -1.599  0.264
C  -1.108  -2.111  -0.660
C  -1.872  -3.263  -0.627
C  -2.702  -3.458  -1.718
C  -2.758  -2.516  -2.747
C  -1.981  -1.379  -2.665
N  -1.155  -1.194  -1.629
H  5.054  4.093  0.278
H  2.745  4.655  -0.392
H  0.905  3.058  0.062
H  3.722  0.302  1.733
H  5.530  1.921  1.370
H  1.942  1.611  3.316
H  1.739  0.587  5.488
H  0.777  -1.689  5.792
H  -0.153  -2.863  3.806
H  -1.816  -3.950  0.203
H  -3.318  -4.345  -1.770
H  -3.404  -2.663  -3.599
H  -1.998  -0.607  -3.423
O  -0.982  2.428  0.762
C  -1.823  1.581  1.004
O  -1.776  0.390  0.485
H  -2.679  1.759  1.671
C  3.048  -1.629  -0.524
P  1.891  -0.883  -1.689
C  1.368  -2.303  -2.683
C  2.804  0.172  -2.802
C  2.470  0.201  -4.159
C  3.203  0.985  -5.032
C  4.257  1.752  -4.556
C  4.578  1.745  -3.207
C  3.854  0.962  -2.324
H  3.633  -0.878  -0.005
H  3.723  -2.259  -1.109
H  2.513  -2.245  0.198
H  2.269  -2.697  -3.159
H  0.647  -2.039  -3.451
H  0.946  -3.074  -2.039
H  1.657  -0.399  -4.546
H  2.952  0.999  -6.083
H  4.821  2.370  -5.239
H  5.394  2.351  -2.841
H  4.113  0.971  -1.276
O  2.623  6.925  -1.678
C  2.121  6.954  -3.004
N  1.067  5.982  -3.085
C  1.359  4.672  -3.275
O  2.462  4.248  -3.550
C  0.226  3.716  -3.015
C  -1.104  3.946  -3.317
C  -2.048  3.003  -2.929
C  -1.634  1.905  -2.208
N  -0.337  1.663  -1.935
C  0.570  2.540  -2.367
H  3.308  7.597  -1.589
H  2.891  6.681  -3.728
H  1.708  7.936  -3.246
H  0.191  6.214  -2.644
H  -1.406  4.844  -3.841
H  -3.098  3.138  -3.141
H  -2.347  1.204  -1.795
H  1.610  2.347  -2.144

multiplicity: 4
<S²>: 4.164
ΔE to the lowest compared entry with this formula, charge and spin: 0.553 eV
molecular weight: 663.58 u
frontier orbital gap (alpha / beta): 5.7 / 6.5 eV
F_max: 0.762 eV Å⁻¹
net charge: +2

From a Löwdin analysis of the wavefunction, the atomic charges in e read: 0.842 -0.041 -0.026 -0.024 -0.273 -0.071 -0.052 0.024 -0.158 0.003 -0.003 -0.037 0.007 -0.170 0.165 -0.098 -0.331 0.047 0.001 -0.009 -0.085 0.002 0.121 0.103 0.087 0.122 0.122 0.129 0.129 0.122 0.127 0.130 0.130 0.124 0.126 0.000 -0.437 -0.136 0.151 -0.187 0.987 -0.201 -0.378 -0.081 -0.043 -0.039 -0.042 -0.080 0.024 0.080 0.056 0.082 0.046 0.060 0.102 0.120 0.124 0.122 0.083 -0.035 -0.227 0.105 -0.434 0.099 -0.073 0.040 0.004 -0.112 0.009 -0.062 0.101 0.132 0.136 0.147 0.136 0.127 0.109 0.098

***

[2]
Below is a structure of composition C33H33N15O4PPbS3, with properties calculated with wB97M-V/def2-TZVPD.

Positions of all 90 atoms, in Å:
Pb  -0.954  1.586  0.266
O  -2.637  3.495  4.292
C  -2.058  3.255  3.258
N  -2.535  2.379  2.280
C  -3.775  2.174  2.032
C  -4.864  3.038  2.482
C  -6.133  2.673  2.301
C  -6.498  1.429  1.619
C  -5.579  0.615  1.102
C  -4.154  0.926  1.240
N  -3.226  0.224  0.741
C  -3.342  -1.032  0.128
O  -3.868  -1.968  0.680
C  -2.677  -1.140  -1.213
C  -2.952  -2.253  -1.978
C  -2.358  -2.361  -3.230
C  -1.527  -1.352  -3.657
C  -1.312  -0.259  -2.821
N  -1.865  -0.147  -1.623
C  -0.667  3.808  3.021
C  -0.171  4.730  3.929
C  1.108  5.223  3.735
C  1.850  4.767  2.659
C  1.279  3.839  1.801
N  0.042  3.380  1.975
H  -4.609  3.966  2.969
H  -6.927  3.321  2.648
H  -7.547  1.184  1.518
H  -5.848  -0.293  0.581
H  -3.600  -3.021  -1.578
H  -2.514  -3.238  -3.843
H  -0.994  -1.419  -4.596
H  -0.616  0.518  -3.115
H  -0.788  5.029  4.764
H  1.521  5.952  4.421
H  2.855  5.121  2.476
H  1.819  3.454  0.942
N  -1.343  3.918  -2.740
C  -2.456  3.781  -1.942
N  -3.620  4.329  -2.264
N  -4.446  3.967  -1.266
N  -3.818  3.255  -0.399
N  -2.525  3.111  -0.795
C  -0.054  3.510  -2.466
N  0.959  3.802  -3.265
N  2.027  3.244  -2.668
N  1.674  2.655  -1.580
N  0.337  2.805  -1.408
H  -1.469  4.445  -3.587
N  3.155  0.581  0.042
C  2.487  -0.154  0.941
N  1.297  0.116  1.398
C  0.930  -0.790  2.383
C  -0.267  -0.769  3.097
C  -0.508  -1.749  4.047
C  0.428  -2.750  4.299
C  1.627  -2.781  3.602
C  1.866  -1.799  2.654
S  3.263  -1.577  1.642
H  2.637  1.271  -0.513
H  3.908  0.133  -0.453
H  -0.998  0.009  2.904
H  -1.440  -1.735  4.598
H  0.220  -3.513  5.038
H  2.356  -3.558  3.795
C  0.376  -4.740  -1.119
C  1.727  -4.170  -0.722
C  2.465  -5.064  0.252
O  2.596  -4.016  -1.851
P  2.275  -2.975  -3.068
S  1.289  -3.827  -4.531
S  1.536  -1.324  -2.269
O  3.798  -2.758  -3.559
C  4.744  -2.132  -2.680
C  5.976  -3.016  -2.646
C  5.025  -0.727  -3.173
H  -0.229  -4.905  -0.223
H  0.505  -5.685  -1.652
H  -0.150  -4.050  -1.778
H  1.578  -3.180  -0.279
H  2.622  -6.053  -0.186
H  1.887  -5.171  1.173
H  3.439  -4.637  0.499
H  4.309  -2.085  -1.676
H  6.392  -3.113  -3.651
H  5.711  -4.010  -2.285
H  6.736  -2.588  -1.988
H  5.396  -0.761  -4.199
H  5.779  -0.246  -2.541
H  4.114  -0.129  -3.152

multiplicity: 1
ΔE to the lowest compared entry with this formula, charge and spin: 0.000 eV
molecular weight: 1038.10 u
frontier orbital gap: 4.3 eV
F_max: 0.794 eV Å⁻¹
net charge: -1

From a Löwdin analysis of the wavefunction, the atomic charges in e read: 1.379 0.103 -0.390 0.094 -0.200 -0.014 -0.040 -0.041 0.006 -0.192 0.110 -0.406 0.110 -0.206 0.003 -0.045 -0.073 -0.199 0.028 -0.190 0.003 -0.048 -0.036 -0.109 0.030 0.116 0.110 0.109 0.117 0.118 0.114 0.101 0.089 0.118 0.109 0.110 0.094 0.139 -0.479 0.028 -0.077 -0.075 -0.076 -0.492 0.030 -0.074 -0.107 -0.118 0.136 0.107 -0.708 0.014 -0.325 -0.035 -0.092 -0.105 -0.101 -0.478 1.064 0.038 0.071 0.074 0.099 0.096 0.105 -0.069 -0.523 -0.061 -0.331 -0.193 0.143 0.322 -0.334 -0.519 -0.049 -0.064 0.081 0.083 0.036 0.071 0.082 0.074 0.065 0.096 0.082 0.079 0.076 0.085 0.077 0.049

***

[3]
Below is a structure of composition C33H33N2O9PPdS2 in a non-equilibrium geometry, with properties calculated with wB97M-V/def2-TZVPD.

Positions of all 81 atoms, in Å:
Pd  -1.415  0.421  -0.572
C  -1.793  2.448  -4.087
C  -1.736  3.355  -2.859
C  -3.014  3.249  -2.029
C  -0.460  3.142  -2.038
C  0.773  3.652  -2.785
O  1.699  2.552  -2.759
C  1.107  1.519  -2.130
N  -0.081  1.737  -1.726
C  2.031  0.346  -1.994
C  3.361  0.646  -2.324
C  4.369  -0.296  -2.274
C  4.070  -1.595  -1.910
C  2.765  -1.916  -1.593
C  1.732  -0.971  -1.601
P  0.118  -1.731  -1.112
C  0.376  -2.378  0.574
C  1.552  -2.165  1.293
C  1.687  -2.670  2.577
C  0.644  -3.372  3.167
C  -0.539  -3.562  2.468
C  -0.680  -3.063  1.182
C  0.132  -3.192  -2.205
C  0.133  -3.006  -3.588
C  0.123  -4.098  -4.439
C  0.117  -5.387  -3.923
C  0.132  -5.578  -2.549
C  0.134  -4.488  -1.690
H  -2.676  2.678  -4.687
H  -1.848  1.401  -3.790
H  -0.915  2.572  -4.730
H  -1.658  4.396  -3.194
H  -3.236  2.220  -1.765
H  -3.864  3.619  -2.605
H  -2.938  3.838  -1.111
H  -0.560  3.652  -1.085
H  1.239  4.505  -2.298
H  0.566  3.892  -3.825
H  3.606  1.648  -2.629
H  5.381  -0.013  -2.531
H  4.840  -2.356  -1.875
H  2.534  -2.938  -1.327
H  2.365  -1.597  0.863
H  2.612  -2.508  3.120
H  0.751  -3.756  4.174
H  -1.365  -4.090  2.928
H  -1.615  -3.186  0.652
H  0.124  -2.003  -3.995
H  0.110  -3.941  -5.510
H  0.099  -6.239  -4.590
H  0.136  -6.580  -2.139
H  0.145  -4.656  -0.623
C  1.240  2.173  7.382
C  0.886  2.080  5.919
C  1.288  0.990  5.154
C  0.946  0.892  3.814
C  0.196  1.907  3.237
C  -0.211  3.013  3.975
C  0.129  3.085  5.312
S  -0.074  1.870  1.500
O  0.356  0.552  1.010
O  0.624  2.998  0.940
N  -1.640  2.005  1.142
C  -2.643  1.814  2.051
C  -3.032  -0.015  2.247
O  -3.860  -0.099  3.111
O  -2.341  -0.644  1.470
H  2.051  1.492  7.635
H  0.378  1.915  8.000
H  1.543  3.186  7.647
H  1.880  0.206  5.615
H  1.235  0.037  3.215
H  -0.769  3.814  3.503
H  -0.188  3.940  5.900
H  -3.616  2.117  1.678
H  -2.460  2.085  3.086
O  -2.344  -2.172  -1.196
S  -2.677  -1.160  -2.244
O  -3.443  -1.657  -3.343
O  -1.315  -0.606  -2.705
O  -3.315  0.022  -1.556

multiplicity: 5
<S²>: 6.016
ΔE to the lowest compared entry with this formula, charge and spin: 1.560 eV
molecular weight: 803.16 u
frontier orbital gap (alpha / beta): 7.9 / 7.2 eV
F_max: 1.474 eV Å⁻¹

From a Löwdin analysis of the wavefunction, the atomic charges in e read: 1.054 -0.044 -0.373 -0.065 -0.252 -0.062 -0.002 -0.275 0.088 -0.078 -0.003 -0.052 -0.052 -0.099 -0.235 1.171 -0.334 -0.096 -0.087 -0.072 -0.058 -0.102 -0.322 -0.073 -0.062 -0.075 -0.070 -0.067 0.088 0.058 0.078 0.138 0.038 0.084 0.077 0.121 0.135 0.122 0.118 0.111 0.113 0.111 0.103 0.107 0.104 0.112 0.099 0.108 0.108 0.104 0.106 0.100 -0.045 -0.257 -0.022 -0.027 -0.283 -0.060 -0.027 0.614 -0.369 -0.281 -0.203 -0.125 -0.537 0.134 0.030 0.076 0.088 0.081 0.116 0.097 0.125 0.120 0.114 0.091 -0.407 0.313 -0.261 -0.449 -0.393